[1]
Formula: C5H12NS2
Source: the Open Molecules 2025 dataset
Level of theory: the ωB97M-V functional and the def2-TZVPD basis

Summary:
HOMO energy (spin up / spin down) = -18.25 / -18.24 eV
⟨S²⟩ = 0.755
frontier orbital gap (spin up / spin down) = 9.8411 / 6.5961 eV
total energy = -1048.106978 a.u.

```
! RIJCOSX wB97M-V def2-TZVPD def2/J DEFGRID3
* xyz 2 2
C 1.47 1.18 -2.19
C 2.44 0.32 -1.92
C -0.83 1.52 -2.61
N 0.08 0.92 -1.94
H 1.66 2.12 -2.67
H 2.31 -0.69 -1.55
H 3.44 0.66 -2.15
H -1.88 1.31 -2.47
H -0.54 2.27 -3.34
H -0.20 0.31 -1.15
C -2.00 0.90 1.17
S -1.22 -0.63 0.58
S -0.05 -1.05 2.18
C 1.60 -1.21 1.49
H -2.61 0.72 2.05
H -1.22 1.61 1.41
H -2.69 1.25 0.40
H 1.82 -0.33 0.90
H 2.21 -1.31 2.39
H 1.72 -2.15 0.94
*
```

Results of the Löwdin charge analysis, in e, for atoms 1 through 2:
1 C -0.124
2 C 0.109

[2]
Formula: C5H12O
Source: the Open Molecules 2025 dataset
Level of theory: the ωB97M-V functional and the def2-TZVPD basis

Summary:
HOMO energy (spin up / spin down) = -8.41 / -8.41 eV
frontier orbital gap (spin up / spin down) = 8.0533 / 8.0598 eV
total energy = -272.765243 a.u.

```
! RIJCOSX wB97M-V def2-TZVPD def2/J DEFGRID3
* xyz 0 1
C -0.69 1.24 1.45
C 0.37 0.68 0.52
C 0.92 -0.65 0.78
C 1.04 -1.52 -0.60
O -0.06 -1.55 -1.33
C -1.10 0.28 -1.56
H -1.41 0.46 1.71
H -1.23 2.09 1.01
H -0.22 1.58 2.38
H 1.10 1.43 0.18
H -0.26 0.37 -0.54
H 1.96 -0.63 1.12
H 0.28 -1.21 1.46
H 1.93 -1.12 -1.12
H 1.26 -2.50 -0.15
H -1.86 -0.48 -1.53
H -0.53 0.27 -2.48
H -1.49 1.27 -1.29
*
```

Results of the Löwdin charge analysis, in e, for atoms 1 through 2:
1 C -0.091
2 C -0.250

[3]
Formula: C5H12O
Source: the Open Molecules 2025 dataset
Level of theory: the ωB97M-V functional and the def2-TZVPD basis

Summary:
HOMO energy (spin up / spin down) = -7.36 / -7.30 eV
frontier orbital gap (spin up / spin down) = 8.1847 / 8.1054 eV
total energy = -272.785928 a.u.

```
! RIJCOSX wB97M-V def2-TZVPD def2/J DEFGRID3
* xyz 0 1
C 2.73 0.48 0.28
O 1.46 0.70 -0.02
C 0.50 -0.16 0.13
C -0.87 0.26 -0.30
C -1.58 1.08 0.79
C -1.69 -0.97 -0.68
H 2.48 -1.10 -0.92
H 2.94 -0.21 1.10
H 3.37 1.32 0.08
H 1.74 -1.36 -1.01
H 0.64 -0.94 0.88
H -0.75 0.90 -1.19
H -0.99 1.97 1.05
H -2.56 1.42 0.45
H -1.72 0.48 1.70
H -1.21 -1.53 -1.50
H -1.79 -1.65 0.17
H -2.70 -0.69 -1.01
*
```

Results of the Löwdin charge analysis, in e, for atoms 1 through 2:
1 C -0.105
2 O -0.139

[4]
Formula: C5H12O
Source: the Open Molecules 2025 dataset
Level of theory: the ωB97M-V functional and the def2-TZVPD basis

Summary:
HOMO energy = -7.09 eV
frontier orbital gap = 7.9776 eV
total energy = -272.749329 a.u.

```
! RIJCOSX wB97M-V def2-TZVPD def2/J DEFGRID3
* xyz 0 1
C 2.93 -0.34 0.16
C 1.59 -0.75 -0.43
C 0.49 0.21 -0.02
O -0.74 -0.24 -0.60
C -1.78 0.54 -0.44
C -3.10 0.10 -0.68
H 3.72 -1.05 -0.13
H 2.89 -0.33 1.26
H 3.23 0.66 -0.17
H 1.31 -1.75 -0.09
H 1.64 -0.78 -1.52
H 0.34 0.24 1.07
H 0.70 1.23 -0.37
H -1.59 1.61 -0.33
H -1.82 0.47 1.47
H -3.81 0.83 -1.05
H -2.74 0.26 0.64
H -3.26 -0.95 -0.84
*
```

Results of the Löwdin charge analysis, in e, for atoms 1 through 2:
1 C -0.109
2 C -0.236

[5]
Formula: C5H12O
Source: the Open Molecules 2025 dataset
Level of theory: the ωB97M-V functional and the def2-TZVPD basis

Summary:
HOMO energy (spin up / spin down) = -7.46 / -7.46 eV
frontier orbital gap (spin up / spin down) = 7.5356 / 7.5378 eV
total energy = -272.773358 a.u.

```
! RIJCOSX wB97M-V def2-TZVPD def2/J DEFGRID3
* xyz 0 1
C -0.91 -0.70 0.28
C 0.44 -0.68 -0.43
C 1.42 -1.79 -0.05
C 0.90 0.73 -0.10
C -0.30 1.56 -0.38
O -1.92 1.68 0.92
H -1.65 -1.39 -0.14
H -1.71 0.67 0.68
H -0.77 -0.93 1.35
H 0.27 -0.73 -1.52
H 1.63 -1.75 1.03
H 2.38 -1.70 -0.59
H 1.00 -2.77 -0.27
H 1.16 0.78 0.97
H 1.77 1.13 -0.65
H -0.82 1.33 -1.30
H -0.24 2.63 -0.16
H -2.66 1.94 0.36
*
```

Results of the Löwdin charge analysis, in e, for atoms 1 through 2:
1 C -0.116
2 C -0.485

[6]
Formula: C5H12O
Source: the Open Molecules 2025 dataset
Level of theory: the ωB97M-V functional and the def2-TZVPD basis

Summary:
HOMO energy = -10.21 eV
frontier orbital gap = 11.2280 eV
SMILES = CC(C)CCO
total energy = -272.903287 a.u.

```
! RIJCOSX wB97M-V def2-TZVPD def2/J DEFGRID3
* xyz 0 1
C 0.88 -1.51 1.24
C 0.77 -0.31 0.28
C 1.22 0.97 0.98
C -0.62 -0.07 -0.33
C -1.08 -0.89 -1.53
O -1.17 0.16 -2.61
H 0.61 -2.45 0.75
H 0.22 -1.38 2.11
H 1.90 -1.61 1.63
H 1.46 -0.50 -0.56
H 0.55 1.21 1.82
H 1.21 1.82 0.29
H 2.24 0.87 1.39
H -1.39 0.07 0.45
H -0.66 0.79 -1.06
H -2.11 -1.27 -1.45
H -0.40 -1.69 -1.83
H -0.33 0.27 -3.07
*
```

Results of the Löwdin charge analysis, in e, for atoms 1 through 2:
1 C -0.084
2 C -0.445

[7]
Formula: C5H12O
Source: the Open Molecules 2025 dataset
Level of theory: the ωB97M-V functional and the def2-TZVPD basis

Summary:
HOMO energy = -9.74 eV
frontier orbital gap = 10.9403 eV
SMILES = CCCOCC
total energy = -272.925960 a.u.

```
! RIJCOSX wB97M-V def2-TZVPD def2/J DEFGRID3
* xyz 0 1
C -1.21 -2.74 -0.17
C -1.31 -1.23 -0.03
C 0.05 -0.57 -0.13
O -0.07 0.82 0.08
C 1.17 1.47 -0.05
C 1.02 2.93 0.36
H -2.19 -3.22 -0.11
H -0.58 -3.17 0.63
H -0.75 -3.03 -1.12
H -1.76 -0.96 0.93
H -1.96 -0.81 -0.81
H 0.73 -1.00 0.63
H 0.50 -0.77 -1.12
H 1.53 1.37 -1.09
H 1.91 0.96 0.59
H 1.53 3.61 -0.34
H 1.43 3.11 1.36
H -0.04 3.20 0.38
*
```

Results of the Löwdin charge analysis, in e, for atoms 1 through 2:
1 C -0.117
2 C -0.239

[8]
Formula: C5H12O
Source: the Open Molecules 2025 dataset
Level of theory: the ωB97M-V functional and the def2-TZVPD basis

Summary:
HOMO energy = -9.61 eV
frontier orbital gap = 10.7376 eV
SMILES = CCCCOC
total energy = -272.905972 a.u.

```
! RIJCOSX wB97M-V def2-TZVPD def2/J DEFGRID3
* xyz 0 1
C -0.26 0.21 2.10
C 0.52 0.60 0.84
C 1.20 -0.58 0.13
C 0.81 -0.62 -1.35
O -0.59 -0.82 -1.53
C -1.53 0.24 -1.44
H -0.83 -0.72 1.92
H -0.97 0.99 2.37
H 0.41 0.04 2.94
H 1.23 1.40 1.05
H -0.19 1.03 0.13
H 2.30 -0.52 0.22
H 0.91 -1.54 0.58
H 1.18 0.28 -1.87
H 1.28 -1.49 -1.83
H -2.46 -0.19 -1.82
H -1.24 1.11 -2.04
H -1.76 0.59 -0.42
*
```

Results of the Löwdin charge analysis, in e, for atoms 1 through 2:
1 C -0.111
2 C -0.267

[9]
Formula: C5H12O2
Source: the Open Molecules 2025 dataset
Level of theory: the ωB97M-V functional and the def2-TZVPD basis

Summary:
HOMO energy = -9.62 eV
frontier orbital gap = 10.4610 eV
SMILES = C1CCOCC1.O
total energy = -348.157802 a.u.

```
! RIJCOSX wB97M-V def2-TZVPD def2/J DEFGRID3
* xyz 0 1
C 0.97 -1.07 -0.45
C 1.88 -1.43 0.78
C 1.07 -1.82 1.96
O 0.20 -0.66 2.34
C -0.78 -0.38 1.29
C 0.00 0.00 0.00
H 0.40 -1.97 -0.76
H 1.54 -0.72 -1.34
H 2.52 -0.58 1.08
H 2.55 -2.27 0.49
H 1.65 -2.26 2.79
H 0.37 -2.59 1.58
H -1.41 0.45 1.63
H -1.44 -1.25 1.11
H -0.75 0.15 -0.80
H 0.55 0.95 0.13
O 2.36 2.59 -0.41
H 1.41 2.34 -0.47
H 2.63 2.77 -1.34
*
```

Results of the Löwdin charge analysis, in e, for atoms 1 through 2:
1 C -0.190
2 C -0.197

[10]
Formula: C5H12O2
Source: the Open Molecules 2025 dataset
Level of theory: the ωB97M-V functional and the def2-TZVPD basis

Summary:
HOMO energy = -9.98 eV
frontier orbital gap = 10.8469 eV
SMILES = CCC=O.CCO
total energy = -348.159602 a.u.

```
! RIJCOSX wB97M-V def2-TZVPD def2/J DEFGRID3
* xyz 0 1
C -3.04 -1.11 0.43
C -1.88 -0.11 0.33
C -1.03 -0.37 -0.88
O -0.68 0.48 -1.67
H -3.72 -1.01 -0.42
H -2.66 -2.15 0.44
H -3.61 -0.96 1.34
H -2.23 0.92 0.29
H -1.23 -0.22 1.21
H -0.71 -1.43 -1.02
C 2.57 0.58 -0.88
C 1.82 0.52 0.44
O 2.66 0.68 1.57
H 3.02 1.58 -1.03
H 3.38 -0.16 -0.90
H 1.89 0.40 -1.72
H 1.01 1.27 0.44
H 1.35 -0.46 0.56
H 3.10 1.53 1.48
*
```

Results of the Löwdin charge analysis, in e, for atoms 1 through 2:
1 C -0.108
2 C -0.221

[11]
Formula: C5H12O2
Source: the Open Molecules 2025 dataset
Level of theory: the ωB97M-V functional and the def2-TZVPD basis

Summary:
HOMO energy = -6.61 eV
frontier orbital gap = 7.2845 eV
total energy = -348.013595 a.u.

```
! RIJCOSX wB97M-V def2-TZVPD def2/J DEFGRID3
* xyz 0 1
C -0.75 -0.63 0.02
C 1.12 0.42 0.55
C 0.03 -1.65 0.56
C -0.89 -0.44 -1.46
C 0.62 1.83 0.78
O -1.73 -0.14 0.80
O 2.00 0.27 -0.54
H -2.32 0.43 0.29
H 1.90 1.00 -1.16
H -1.15 -2.66 0.12
H 1.62 0.04 1.43
H 0.82 -2.07 -0.04
H 0.01 -1.80 1.63
H -0.03 1.87 1.65
H 1.46 2.52 0.95
H -1.79 -0.95 -1.81
H -0.96 0.62 -1.69
H -0.03 -0.86 -1.99
H 0.06 2.20 -0.09
*
```

Results of the Löwdin charge analysis, in e, for atoms 1 through 2:
1 C -0.587
2 C -0.297

[12]
Formula: C5H12O2
Source: the Open Molecules 2025 dataset
Level of theory: the ωB97M-V functional and the def2-TZVPD basis

Summary:
HOMO energy = -8.04 eV
frontier orbital gap = 8.6684 eV
SMILES = C/C=C(/O)CCO.[H][H]
total energy = -348.126459 a.u.

```
! RIJCOSX wB97M-V def2-TZVPD def2/J DEFGRID3
* xyz 0 1
C 2.44 -1.02 0.23
C 1.65 0.16 0.73
C 0.34 0.37 0.56
O -0.22 1.49 1.11
C -0.57 -0.54 -0.24
C -2.05 -0.47 0.07
O -2.52 0.87 -0.12
H 3.17 -0.71 -0.53
H 3.00 -1.49 1.04
H 1.81 -1.79 -0.23
H 2.19 0.93 1.28
H -1.11 1.60 0.73
H -0.26 -1.58 -0.08
H -0.43 -0.35 -1.31
H -2.25 -0.80 1.10
H -2.59 -1.14 -0.61
H -3.39 0.95 0.28
H 0.76 1.69 -1.99
H 0.03 1.83 -2.00
*
```

Results of the Löwdin charge analysis, in e, for atoms 1 through 2:
1 C -0.107
2 C -0.121

[13]
Formula: C5H12O2
Source: the Open Molecules 2025 dataset
Level of theory: the ωB97M-V functional and the def2-TZVPD basis

Summary:
HOMO energy = -10.03 eV
frontier orbital gap = 10.9207 eV
SMILES = CC[C@@H](O)[C@@H](C)O
total energy = -348.184262 a.u.

```
! RIJCOSX wB97M-V def2-TZVPD def2/J DEFGRID3
* xyz 0 1
C -2.47 -0.97 -0.25
C -0.99 -1.10 0.08
C -0.18 0.15 -0.27
O -0.71 1.31 0.36
C 1.30 0.00 0.10
C 2.16 1.09 -0.53
O 1.43 0.01 1.52
H -2.91 -0.10 0.25
H -2.62 -0.83 -1.33
H -3.03 -1.86 0.05
H -0.85 -1.30 1.15
H -0.56 -1.96 -0.46
H -0.27 0.34 -1.35
H -0.90 1.05 1.28
H 1.66 -0.99 -0.21
H 1.76 2.08 -0.26
H 3.19 1.02 -0.17
H 2.16 1.01 -1.62
H 1.32 0.94 1.79
*
```

Results of the Löwdin charge analysis, in e, for atoms 1 through 2:
1 C -0.101
2 C -0.211